This record from the Open Molecules 2025 dataset describes 2 unconnected molecules or ions with the total composition C14H16. The level of theory is ωB97M-V/def2-TZVPD.

Results
SMILES: Cc1ccccc1.Cc1ccccc1
Orbital gap in eV: 9.9

Last column: Löwdin charge in e.
Atoms and positions in Å:
C1 0.990063 3.124121 -0.996127  -0.28
C2 2.111094 1.121391 -0.231062  -0.10
C3 2.115343 1.613399 1.063894  -0.10
C4 -2.242420 -3.126917 1.902009  -0.11
C5 -2.976513 -2.953891 0.737858  -0.09
C6 -0.920520 -2.409729 -0.431907  -0.28
C7 -0.873524 -2.954511 1.907757  -0.10
C8 -0.203799 -2.596903 0.748183  -0.06
C9 1.568212 1.887565 -1.248705  -0.07
C10 1.008189 3.614408 0.307303  -0.06
C11 1.588095 2.868237 1.319462  -0.09
C12 0.251488 3.870496 -2.075631  -0.06
C13 -2.293709 -2.615177 -0.423143  -0.06
C14 -0.201883 -1.908207 -1.669639  -0.05
H1 0.786017 4.794849 -2.317974  0.08
H2 -4.052584 -3.040068 0.690198  0.10
H3 -0.276393 -3.073754 2.809266  0.10
H4 -0.750837 4.165492 -1.765197  0.08
H5 -2.879590 -2.401633 -1.315138  0.11
H6 1.532141 1.468037 -2.254131  0.11
H7 0.671367 4.618348 0.522661  0.11
H8 -0.734094 -2.157890 -2.581875  0.07
H9 1.613503 3.273771 2.323180  0.10
H10 0.876301 -2.503705 0.723648  0.11
H11 -0.110227 -0.834202 -1.534580  0.07
H12 -2.732143 -3.421116 2.819085  0.10
H13 2.505948 1.066346 1.910411  0.10
H14 0.218083 3.296666 -3.002771  0.07
H15 2.470714 0.114474 -0.414661  0.10
H16 0.779459 -2.370479 -1.759245  0.08

Atomic forces in eV per Å
C -0.5 0.0 0.0
C 0.0 -0.2 0.4
C 0.0 0.2 0.3
C -0.5 -0.2 0.4
C 0.6 0.1 -0.2
C 0.3 -0.1 -0.3
C 0.8 0.1 0.0
C -0.3 -0.2 -0.3
C -0.2 -0.4 -0.4
C 0.6 0.0 -0.1
C -0.1 0.3 0.1
C 0.6 0.4 -0.2
C -0.4 0.5 -0.1
C -0.3 -0.5 0.6
H -0.1 0.0 0.0
H 0.0 -0.2 0.2
H -0.3 -0.1 0.0
H 0.0 -0.2 0.0
H 0.2 -0.2 0.0
H 0.0 0.2 0.1
H -0.3 0.0 0.0
H -0.2 0.2 -0.1
H 0.0 0.0 0.0
H 0.0 0.1 0.2
H 0.2 0.2 -0.4
H -0.1 0.1 0.1
H 0.1 -0.3 -0.2
H -0.2 0.0 0.1
H 0.1 0.1 -0.2
H 0.2 0.2 0.1